ORCA calculation (ωB97M-V/def2-TZVPD) on C16H44O6 as an isolated structure.

Energy above the lowest of the compared OMol25 structures with the same formula, charge and spin (kcal per mole): 351.2
Kohn-Sham gap (eV): 8.494
E (eV): -29575.04328
E_HOMO (eV): -8.213
Max |F| (hartree/bohr): 0.152

The geometry in XYZ format:
```
66
C16H44O6, DFT ωB97M-V/def2-TZVPD
C -0.72 3.30 -1.86
C -1.13 1.85 -2.24
C -1.73 1.70 -3.60
O 0.08 1.11 -2.21
H -0.46 3.51 -0.82
H -1.59 3.89 -2.15
H 0.17 3.62 -2.39
H -1.87 1.41 -1.58
H -1.14 2.22 -4.35
H -2.73 2.11 -3.50
H -1.87 0.67 -3.94
H 0.33 1.13 -1.29
C 0.56 1.50 4.72
C 0.76 1.98 3.26
C 2.17 1.78 2.72
O -0.17 1.22 2.54
H 1.22 2.17 5.27
H 0.78 0.44 4.77
H -0.46 1.78 5.00
H 0.53 3.02 3.02
H 2.39 2.11 1.71
H 2.36 0.71 2.75
H 2.99 2.15 3.34
H -1.08 1.31 2.83
C -3.23 -0.85 0.69
C -2.17 -1.41 1.61
C -0.73 -0.91 1.23
O -2.40 -0.99 2.90
H -4.22 -0.91 1.14
H -3.11 -1.42 -0.23
H -3.03 0.20 0.50
H -2.19 -2.50 1.53
H -0.46 -0.02 1.79
H -0.66 -0.59 0.19
H 0.00 -1.69 1.45
H -2.26 -0.04 2.94
C -0.91 -2.57 -3.60
C 0.01 -1.88 -2.56
C -0.87 -0.98 -1.58
O 0.57 -2.96 -1.92
H -1.71 -3.03 -3.02
H -0.39 -3.32 -4.18
H -1.26 -1.82 -4.31
H 0.84 -1.39 -3.06
H -1.51 -1.47 -0.86
H -1.39 -0.20 -2.13
H -0.17 -0.48 -0.90
H 0.51 -2.69 -1.00
C 2.28 -1.23 -1.24
C 1.90 -2.09 -0.04
C 2.21 -1.45 1.27
O 0.51 -2.26 -0.03
H 3.36 -1.13 -1.22
H 1.96 -0.20 -1.31
H 2.12 -1.70 -2.21
H 2.39 -3.05 -0.19
H 1.72 -0.49 1.42
H 3.26 -1.23 1.46
H 1.98 -2.24 1.99
H 0.30 -2.97 0.59
C 1.42 1.52 0.08
O 0.34 0.64 -0.16
H 1.26 2.21 0.92
H 2.22 0.82 0.31
H 1.69 2.09 -0.81
H 0.45 0.00 0.55
```